Entry 1:
A structure of composition C20H32N3OPPbSSi in a non-equilibrium geometry, computed with ωB97M-V/def2-TZVPD.

lowest unoccupied orbital energy (spin up / spin down) = -0.49 / -0.49 eV
frontier orbital gap (spin up / spin down) = 5.5 / 5.5 eV
highest occupied orbital energy (spin up / spin down) = -5.986 / -5.984 eV

Structure (ORCA input):
```
! RIJCOSX wB97M-V def2-TZVPD def2/J DEFGRID3
* xyz 0 1
Pb 0.04 -0.28 0.44
Si -0.69 -0.24 -2.47
P -1.89 -2.40 -0.17
N 1.70 -1.04 -0.74
H -1.26 -0.27 1.80
C -2.57 -3.12 1.37
H -3.17 -4.01 1.12
H -3.21 -2.38 1.87
H -1.75 -3.40 2.05
C -3.41 -2.25 -1.17
H -4.00 -3.17 -1.06
H -3.17 -2.09 -2.23
H -3.99 -1.39 -0.81
C -1.05 -3.86 -0.87
H -1.73 -4.72 -0.86
H -0.16 -4.09 -0.26
H -0.71 -3.65 -1.89
C -1.95 0.78 -3.44
H -1.90 1.84 -3.16
H -2.97 0.40 -3.26
H -1.72 0.68 -4.51
H 0.58 0.29 -3.02
H -0.89 -1.61 -3.06
C 2.66 -1.94 -0.66
C 4.49 -3.07 0.53
C 3.32 -2.33 0.57
C 3.13 -2.56 -1.88
C 4.31 -3.28 -1.89
C 5.01 -3.52 -0.70
H 5.02 -3.31 1.45
H 2.91 -1.98 1.52
H 2.55 -2.38 -2.79
H 4.70 -3.66 -2.84
H 5.95 -4.07 -0.72
C -3.03 2.00 0.16
O -2.25 1.29 -0.51
C -2.62 2.63 1.46
H -3.49 3.12 1.93
H -1.84 3.38 1.28
H -2.22 1.90 2.16
C -4.41 2.35 -0.30
H -5.15 2.04 0.46
H -4.65 1.88 -1.25
H -4.50 3.44 -0.40
N 2.48 1.62 -1.51
C 2.21 2.25 -0.37
N 1.46 1.77 0.61
C 1.47 2.58 1.74
C 0.90 2.27 2.99
C 1.06 3.19 4.03
C 1.78 4.38 3.83
C 2.35 4.68 2.58
C 2.21 3.77 1.55
S 2.90 3.83 -0.07
H 3.09 2.11 -2.15
H 2.23 0.64 -1.65
H 0.38 1.32 3.12
H 0.63 2.97 5.01
H 1.89 5.08 4.66
H 2.92 5.59 2.40
*
```

Entry 2:
A structure of composition C28H42N6O3S3Tm, computed with ωB97M-V/def2-TZVPD.

lowest unoccupied orbital energy = -3.23 eV
<S²> = 2.00
relative energy (zero: lowest compared OMol25 entry of this formula, charge and spin) = 1.037 eV
frontier orbital gap = 5.6 eV
highest occupied orbital energy = -8.807 eV

Structure (ORCA input):
```
! RIJCOSX wB97M-V def2-TZVPD def2/J DEFGRID3
* xyz 1 3
Tm -0.78 0.11 0.06
N -1.24 -2.06 1.44
C -2.57 -2.36 2.00
C -3.24 -1.05 2.41
N -3.23 -0.09 1.31
C -4.38 -0.17 0.40
C -4.09 -1.09 -0.77
N -2.83 -0.68 -1.41
H -0.80 -2.92 1.14
H -0.66 -1.71 2.20
H -2.51 -3.01 2.88
H -3.16 -2.87 1.25
H -2.67 -0.62 3.23
H -4.26 -1.26 2.76
H -3.21 0.84 1.72
H -4.57 0.83 0.02
H -5.28 -0.51 0.92
H -4.94 -1.05 -1.46
H -3.98 -2.12 -0.44
H -2.98 0.24 -1.83
H -2.62 -1.30 -2.19
S -0.58 1.16 2.46
C -1.31 2.76 2.34
C -1.32 3.54 3.50
C -1.89 4.79 3.53
C -2.45 5.32 2.38
C -2.44 4.58 1.22
C -1.89 3.29 1.17
S -2.01 2.42 -0.36
H -0.87 3.11 4.39
H -1.90 5.36 4.46
H -2.90 6.30 2.38
H -2.87 4.97 0.30
C 5.81 -2.55 0.86
O 4.44 -2.94 0.93
C 3.68 -2.79 -0.16
C 4.13 -2.27 -1.37
C 3.26 -2.16 -2.45
C 1.95 -2.61 -2.36
C 1.51 -3.15 -1.17
C 2.34 -3.22 -0.07
N 1.84 -3.77 1.16
C 1.98 -3.24 2.38
C 2.21 -1.93 2.79
C 2.72 -1.77 4.12
C 3.16 -0.57 4.56
C 3.10 0.55 3.71
C 2.54 0.47 2.47
C 1.99 -0.75 1.98
O 1.35 -0.80 0.87
H 6.22 -2.70 1.85
H 5.90 -1.49 0.60
H 6.35 -3.16 0.14
H 5.15 -1.94 -1.47
H 3.63 -1.74 -3.38
H 1.28 -2.52 -3.21
H 0.48 -3.50 -1.08
H 1.65 -4.76 1.13
H 1.94 -3.98 3.18
H 2.80 -2.65 4.74
H 3.57 -0.47 5.56
H 3.47 1.51 4.06
H 2.43 1.36 1.86
C -0.68 -0.03 -6.24
N -1.07 1.13 -5.46
C -1.00 1.24 -4.13
S -0.36 -0.02 -3.18
N -1.43 2.38 -3.58
C -1.94 3.51 -4.32
H -0.49 0.28 -7.26
H -1.46 -0.79 -6.24
H 0.22 -0.46 -5.82
H -1.47 1.90 -5.97
H -1.33 2.49 -2.58
H -1.22 3.87 -5.06
H -2.12 4.32 -3.61
H -2.89 3.28 -4.81
C 1.85 2.23 -1.48
O 1.13 1.35 -0.62
H 2.49 1.66 -2.16
H 2.45 2.92 -0.90
H 1.13 2.79 -2.06
H 1.74 0.74 -0.19
*
```

Entry 3:
A cluster of 12 separate species, C48H96O12 in total in a non-equilibrium geometry, computed with ωB97M-V/def2-TZVPD.

lowest unoccupied orbital energy = 0.62 eV
SMILES string = C1CCOC1.C1CCOC1.C1CCOC1.C1CCOC1.C1CCOC1.C1CCOC1.C1CCOC1.C1CCOC1.C1CCOC1.C1CCOC1.C1CCOC1.C1CCOC1
relative energy (zero: lowest compared OMol25 entry of this formula, charge and spin) = 0.934 eV
frontier orbital gap = 9.7 eV
highest occupied orbital energy = -9.107 eV

Structure (ORCA input):
```
! RIJCOSX wB97M-V def2-TZVPD def2/J DEFGRID3
* xyz 0 1
C 3.41 -4.05 -3.09
C 2.47 -4.40 -1.95
C 2.60 -3.22 -0.98
O 3.96 -2.80 -1.14
C 4.34 -2.98 -2.49
H 2.85 -3.62 -3.92
H 3.92 -4.94 -3.45
H 2.73 -5.31 -1.40
H 1.46 -4.62 -2.28
H 2.45 -3.48 0.06
H 1.89 -2.41 -1.21
H 5.37 -3.35 -2.49
H 4.32 -2.04 -3.05
C -1.12 -3.70 -0.17
C -0.75 -5.04 0.42
C -1.69 -5.96 -0.35
O -2.88 -5.22 -0.51
C -2.65 -3.83 -0.30
H -0.65 -3.57 -1.15
H -0.75 -2.87 0.44
H -0.98 -5.02 1.49
H 0.31 -5.28 0.32
H -1.82 -6.94 0.10
H -1.26 -6.18 -1.34
H -3.13 -3.50 0.62
H -3.03 -3.22 -1.12
C 2.51 -2.44 4.57
C 1.79 -2.79 5.87
C 0.52 -3.47 5.35
O 0.32 -3.06 3.98
C 1.37 -2.16 3.61
H 3.19 -3.23 4.27
H 3.11 -1.53 4.62
H 1.54 -1.91 6.46
H 2.40 -3.44 6.49
H -0.37 -3.18 5.91
H 0.65 -4.55 5.29
H 1.05 -1.12 3.75
H 1.64 -2.30 2.57
C 0.89 -0.13 0.35
C 0.02 -0.07 -0.88
C -0.64 1.29 -0.79
O -0.81 1.47 0.64
C -0.08 0.49 1.36
H 1.72 0.58 0.27
H 1.23 -1.12 0.64
H -0.81 -0.79 -0.81
H 0.42 -0.34 -1.86
H -1.64 1.30 -1.21
H -0.02 2.08 -1.23
H -0.81 -0.26 1.69
H 0.45 0.87 2.24
C -4.41 0.29 -3.68
C -3.82 1.66 -4.03
C -2.29 1.42 -4.09
O -2.10 0.18 -3.42
C -3.21 -0.66 -3.68
H -5.13 -0.07 -4.41
H -4.87 0.23 -2.70
H -4.02 2.36 -3.23
H -4.28 2.08 -4.93
H -1.84 2.24 -3.54
H -1.87 1.35 -5.10
H -3.34 -1.45 -2.94
H -3.05 -1.18 -4.63
C 1.31 -1.23 -6.34
C 2.69 -1.03 -6.89
C 3.48 -0.74 -5.60
O 2.51 -0.34 -4.62
C 1.24 -0.17 -5.25
H 1.23 -2.21 -5.88
H 0.53 -1.15 -7.11
H 2.69 -0.16 -7.56
H 3.13 -1.86 -7.44
H 4.30 -0.03 -5.73
H 3.94 -1.66 -5.21
H 1.06 0.85 -5.61
H 0.47 -0.40 -4.51
C 0.31 4.54 2.85
C 0.58 6.00 3.14
C 1.92 6.21 2.45
O 2.08 5.16 1.50
C 0.89 4.33 1.47
H -0.76 4.28 2.82
H 0.79 3.84 3.54
H 0.58 6.16 4.22
H -0.18 6.67 2.73
H 2.78 6.19 3.12
H 1.97 7.16 1.91
H 1.24 3.31 1.34
H 0.24 4.68 0.67
C 0.43 0.86 7.71
C 1.67 0.95 6.80
C 1.09 1.29 5.45
O -0.16 0.61 5.42
C -0.66 0.39 6.74
H 0.23 1.85 8.12
H 0.59 0.17 8.53
H 2.25 0.03 6.85
H 2.33 1.71 7.21
H 1.76 0.95 4.66
H 0.92 2.37 5.30
H -0.84 -0.67 6.91
H -1.58 0.96 6.83
C -6.03 1.19 0.70
C -4.63 1.18 0.09
C -4.08 -0.23 0.46
O -5.09 -0.91 1.15
C -5.95 0.06 1.73
H -6.79 0.85 0.00
H -6.37 2.14 1.13
H -3.95 1.91 0.54
H -4.66 1.36 -0.98
H -3.14 -0.12 1.01
H -3.79 -0.77 -0.45
H -5.53 0.37 2.70
H -6.91 -0.40 1.97
C 2.36 3.44 -5.34
C 1.79 3.97 -6.65
C 0.46 4.56 -6.23
O -0.01 3.77 -5.15
C 1.14 3.32 -4.40
H 3.09 4.10 -4.86
H 2.84 2.46 -5.39
H 1.63 3.13 -7.33
H 2.41 4.74 -7.12
H -0.24 4.53 -7.07
H 0.54 5.60 -5.88
H 0.92 2.35 -3.97
H 1.20 3.97 -3.52
C -3.55 -2.77 3.50
C -2.93 -1.48 4.06
C -4.05 -0.86 4.90
O -5.06 -1.87 5.05
C -4.51 -3.10 4.64
H -2.91 -3.62 3.26
H -4.16 -2.46 2.66
H -2.66 -0.76 3.28
H -2.02 -1.69 4.61
H -4.49 -0.04 4.33
H -3.75 -0.46 5.87
H -5.28 -3.82 4.36
H -4.04 -3.63 5.48
C 4.43 1.46 -0.73
C 4.25 2.96 -0.59
C 3.88 3.41 -1.99
O 3.02 2.35 -2.42
C 3.56 1.12 -1.96
H 4.14 0.96 0.20
H 5.47 1.18 -0.89
H 5.11 3.47 -0.14
H 3.43 3.19 0.09
H 4.75 3.50 -2.65
H 3.34 4.35 -2.05
H 4.23 0.68 -2.69
H 2.75 0.43 -1.72
*
```

Entry 4:
A structure of composition C33H53AsN3OsSi in a non-equilibrium geometry, computed with ωB97M-V/def2-TZVPD.

lowest unoccupied orbital energy (spin up / spin down) = -10.86 / -10.85 eV
relative energy (zero: lowest compared OMol25 entry of this formula, charge and spin) = 0.496 eV
frontier orbital gap (spin up / spin down) = 6.4 / 6.4 eV
highest occupied orbital energy (spin up / spin down) = -17.269 / -17.262 eV

Structure (ORCA input):
```
! RIJCOSX wB97M-V def2-TZVPD def2/J DEFGRID3
* xyz 3 1
Os -0.69 -0.90 0.49
C 6.23 -0.01 0.01
C 5.32 0.63 -1.06
C 5.65 0.04 -2.44
C 5.57 2.14 -1.09
C 3.89 0.29 -0.71
C 3.46 -1.04 -0.73
C 2.17 -1.34 -0.40
N 1.26 -0.39 -0.05
C 1.66 0.90 0.00
C 2.96 1.25 -0.33
C 0.64 1.84 0.47
C 0.85 3.19 0.62
C -0.16 4.03 1.11
C -1.35 3.39 1.46
C -1.49 2.04 1.28
N -0.53 1.25 0.78
C 0.08 5.51 1.27
C 1.25 5.71 2.25
C 0.45 6.10 -0.10
C -1.16 6.24 1.81
H 7.27 0.21 -0.23
H 6.12 -1.10 0.05
H 6.01 0.39 1.00
H 6.67 0.32 -2.71
H 4.98 0.43 -3.21
H 5.60 -1.05 -2.45
H 6.60 2.33 -1.38
H 5.42 2.60 -0.11
H 4.93 2.64 -1.83
H 4.13 -1.84 -0.99
H 1.82 -2.36 -0.40
H 3.25 2.29 -0.28
H 1.81 3.62 0.35
H -2.18 3.95 1.88
H -2.42 1.55 1.57
H 2.18 5.27 1.89
H 1.03 5.29 3.23
H 1.42 6.78 2.38
H 1.36 5.65 -0.51
H 0.63 7.17 0.00
H -0.36 5.96 -0.82
H -1.43 5.89 2.80
H -2.01 6.13 1.14
H -0.94 7.30 1.88
C -4.08 1.77 -1.04
C -4.25 0.50 -0.23
As -2.93 -0.91 -0.65
C -2.53 -0.76 -2.55
C -3.71 -0.92 -3.51
C -3.86 -2.59 -0.22
C -5.12 -2.86 -1.03
H -4.95 2.41 -0.92
H -3.98 1.57 -2.11
H -3.20 2.33 -0.72
H -5.22 0.03 -0.41
H -4.22 0.68 0.84
H -1.75 -1.50 -2.76
H -2.07 0.22 -2.66
H -3.96 -1.97 -3.66
H -3.46 -0.49 -4.48
H -4.61 -0.41 -3.14
H -4.10 -2.51 0.85
H -3.13 -3.40 -0.33
H -5.83 -2.04 -1.00
H -5.63 -3.74 -0.62
H -4.88 -3.08 -2.07
C -1.29 -4.41 3.25
Si -0.70 -2.82 2.49
C -1.80 -1.26 2.54
C 1.06 -2.46 3.04
N -0.61 -2.80 0.63
C -0.35 -3.81 -0.26
C -0.06 -3.50 -1.62
C 0.16 -4.49 -2.54
C 0.09 -5.83 -2.14
C -0.21 -6.16 -0.82
C -0.42 -5.17 0.11
H -1.28 -4.24 4.34
H -0.59 -5.23 3.08
H -2.30 -4.72 3.00
H -1.53 -0.62 3.38
H -2.86 -1.49 2.58
H -1.77 -0.49 1.66
H 1.10 -2.41 4.13
H 1.46 -1.51 2.67
H 1.72 -3.27 2.75
H 0.00 -2.46 -1.91
H 0.39 -4.25 -3.56
H 0.26 -6.62 -2.87
H -0.28 -7.20 -0.53
H -0.68 -5.43 1.12
*
```

Entry 5:
A structure of composition C22H21AlN15O3PS in a non-equilibrium geometry, computed with ωB97M-V/def2-TZVPD.

lowest unoccupied orbital energy = -0.21 eV
relative energy (zero: lowest compared OMol25 entry of this formula, charge and spin) = 9.546 eV
frontier orbital gap = 7.5 eV
highest occupied orbital energy = -7.718 eV

Structure (ORCA input):
```
! RIJCOSX wB97M-V def2-TZVPD def2/J DEFGRID3
* xyz 0 1
Al -1.75 0.09 -1.22
N -1.67 3.52 0.06
C -2.37 3.24 -1.11
N -3.04 4.17 -1.80
N -3.50 3.58 -2.85
N -3.21 2.34 -2.74
N -2.47 2.05 -1.66
C -1.04 2.51 0.75
N -0.02 2.84 1.57
N 0.35 1.52 2.02
N -0.45 0.53 1.31
N -1.39 1.25 0.53
H -1.34 4.44 0.24
N -2.85 -1.64 1.42
N -2.94 -2.74 0.55
C -3.14 -2.50 -0.78
N -3.12 -3.60 -1.60
N -3.12 -1.28 -1.22
N -3.11 -1.02 -2.82
O -1.76 -0.71 -2.92
O -3.55 -1.93 -3.60
H -1.92 -1.60 1.78
H -3.59 -1.68 2.10
H -3.06 -3.64 1.00
H -3.60 -4.42 -1.23
H -3.36 -3.28 -2.53
O -0.27 -0.73 -0.64
P 0.83 -0.31 0.40
C 1.24 -1.98 0.93
C 2.10 -2.21 1.99
C 2.41 -3.52 2.34
C 1.84 -4.59 1.69
C 0.95 -4.38 0.63
C 0.71 -3.07 0.24
C 1.93 0.44 -0.83
C 2.75 -0.34 -1.66
C 3.38 0.27 -2.73
C 3.15 1.62 -3.07
C 2.28 2.34 -2.30
C 1.68 1.76 -1.18
C 1.71 0.92 1.96
C 2.95 1.75 1.84
C 3.25 2.76 2.72
C 2.41 2.95 3.90
C 1.38 2.15 4.20
C 0.95 1.05 3.30
H 2.57 -1.40 2.56
H 3.14 -3.71 3.12
H 2.12 -5.59 1.97
H 0.50 -5.24 0.12
H 0.05 -2.86 -0.58
H 2.95 -1.39 -1.43
H 3.93 -0.36 -3.37
H 3.58 2.08 -3.91
H 2.05 3.38 -2.55
H 1.04 2.35 -0.54
H 3.64 1.48 1.01
H 4.14 3.36 2.61
H 2.65 3.76 4.62
H 0.85 2.28 5.19
H 0.32 0.28 3.74
S -2.99 1.23 -5.19
C -3.41 1.14 -3.66
N -3.73 0.28 -2.73
*
```